35
Properties=species:S:1:pos:R:3:lowdin_charge:R:1 method="wB97M-V/def2-TZVPD" total_energy_ev=-49610.524 max_force_ev_per_a=2.953 charge=+2
N 2.3718 -0.9578 1.2928 -0.01
C 2.9700 -0.4426 0.0373 -0.14
C 2.7511 1.0797 -0.2398 -0.15
C 1.6950 1.6066 -1.2188 -0.16
C 0.3375 0.8992 -1.3393 -0.17
C -0.3626 0.8610 0.0097 -0.20
C -1.6534 0.0308 0.1945 -0.69
I -1.4315 -1.0781 2.0931 1.22
C -2.9127 0.8887 0.3307 -0.15
C -3.0521 1.7269 1.5856 -0.24
F -3.8554 1.0874 2.4964 -0.04
O -1.7851 -0.7623 -0.9550 -0.08
C -1.9921 -2.1230 -0.9657 -0.68
O -3.0262 -2.6094 -1.1094 0.20
P -0.4324 -3.1530 -1.0272 0.45
S 0.8458 -2.6241 -2.3912 0.27
H 3.0507 -1.3078 1.9689 0.16
H 1.6866 -1.7014 1.1080 0.08
H 2.6496 -1.1003 -0.7701 0.09
H 4.0433 -0.5536 0.1304 0.14
H 3.7193 1.4086 -0.5990 0.13
H 2.6473 1.6091 0.7196 0.09
H 2.1310 1.6985 -2.2044 0.13
H 1.4643 2.6140 -0.8812 0.12
H -0.2498 1.5230 -2.0083 0.14
H 0.3949 -0.0733 -1.8131 0.04
H -0.6033 1.8800 0.3067 0.14
H 0.3522 0.3513 0.7038 -0.04
H -3.7513 0.2065 0.2396 0.14
H -2.9243 1.5329 -0.5456 0.15
H -3.4779 2.6964 1.3482 0.14
H -2.0833 1.9139 2.0555 0.09
H -0.9164 -4.4607 -1.0478 0.02
H 0.0767 -2.9918 0.2754 -0.09
Pd 1.3228 0.3247 2.2195 0.88